Entry from OMol25: a cluster of 11 separate species, C48H79F9O30 in total (the ωB97M-V functional and the def2-TZVPD basis).

Each atom is followed by the atoms it is bonded to, with distances in Å.
Atoms and positions in Å:
1 H 2.78 -1.20 -5.01  C87 1.090
2 O -6.05 1.42 2.46  C29 1.353, C69 1.422
3 H -0.55 1.75 7.75  C39 1.095
4 C -4.45 -0.71 -2.92  H30 1.089, O44 1.424, C66 1.530, H119 1.092
5 C -1.73 3.73 -0.62  C80 1.495, O114 1.409, H155 1.100, H159 1.098
6 C -3.51 1.36 4.48  H56 1.094, H92 1.089, C123 1.525, H154 1.088
7 C 4.39 -1.64 2.14  O18 1.423, C26 1.510, H58 1.091, H149 1.093
8 C -0.07 2.65 -8.14  C35 1.537, H57 1.089, H85 1.093, H147 1.088
9 O -0.56 -2.48 6.19  C65 1.398, C112 1.408
10 O -1.15 3.43 5.54  C151 1.201
11 O 0.63 -0.82 -0.40  C36 1.449, C68 1.304
12 C 1.48 5.89 1.06  O46 1.411, H75 1.093, H125 1.092, H133 1.092
13 C 5.27 -5.12 -3.11  C22 1.542, C24 1.531, H96 1.092, O106 1.421
14 C -0.51 6.53 0.00  H16 1.101, O46 1.407, C77 1.520, H144 1.100
15 H 1.60 -2.60 -3.08  C43 1.091
16 H 0.09 6.51 -0.92  C14 1.101
17 H -2.30 -3.27 6.98  C112 1.098
18 O 3.99 -0.67 1.18  C7 1.423, C32 1.330
19 H -1.33 0.50 -8.63  C132 1.088
20 F 1.09 4.20 4.03  C139 1.324
21 H -1.41 1.75 -1.33  C80 1.092
22 C 6.70 -4.91 -2.59  C13 1.542, O55 1.425, H135 1.087, H143 1.090
23 F 0.97 2.06 3.98  C139 1.327
24 C 5.14 -5.23 -4.63  C13 1.531, H25 1.092, H81 1.086, H115 1.090
25 H 5.91 -5.93 -4.97  C24 1.092
26 C 5.80 -1.46 2.66  C7 1.510, H86 1.092, H131 1.092, H157 1.091
27 H -2.49 5.88 0.59  C77 1.095
28 H 1.15 3.03 11.28  C104 1.096
29 C -7.00 2.19 3.04  O2 1.353, O79 1.188, O165 1.347
30 H -4.23 0.24 -2.44  C4 1.089
31 F -0.49 0.99 0.92  C152 1.349
32 C 3.61 0.52 1.66  O18 1.330, C120 1.536, O156 1.189
33 O 5.37 0.86 -5.63  C74 1.432, C103 1.346
34 C 3.32 1.22 -6.60  O60 1.431, H61 1.088, C74 1.532, H76 1.089
35 C -0.85 1.89 -7.04  C8 1.537, H72 1.091, O91 1.429, C132 1.514
36 C 1.59 -1.62 -1.12  O11 1.449, C43 1.507, H52 1.092, H64 1.088
37 H -8.49 0.89 0.94  C145 1.092
38 H 2.07 1.48 11.39  C104 1.096
39 C -0.39 0.79 8.24  H3 1.095, O51 1.408, H110 1.099, C129 1.513
40 C 0.50 -5.45 -0.78  H128 1.088, H150 1.087, C153 1.535, O162 1.430
41 C 0.04 -0.16 6.15  O51 1.407, C65 1.517, H84 1.093, H99 1.095
42 H -2.98 -2.56 -4.13  C67 1.092
43 C 0.94 -2.03 -2.42  H15 1.091, C36 1.507, H107 1.090, H136 1.088
44 O -5.79 -1.13 -2.68  C4 1.424, C53 1.340
45 H 2.67 -5.52 1.30  C54 1.090
46 O 0.09 5.66 0.92  C12 1.411, C14 1.407
47 H -0.50 1.41 10.36  C129 1.094
48 H -2.71 1.21 -7.81  C132 1.089
49 H -1.68 -1.68 -3.28  C67 1.087
50 H -2.09 -3.42 5.27  C112 1.097
51 O 0.42 -0.10 7.50  C39 1.408, C41 1.407
52 H 1.92 -2.43 -0.46  C36 1.092
53 C -5.83 -2.38 -2.20  O44 1.340, O100 1.185, O161 1.344
54 C 2.85 -5.68 0.24  H45 1.090, H111 1.094, H146 1.095, C153 1.521
55 O 6.60 -3.74 -1.77  C22 1.425, C163 1.342
56 H -4.37 1.28 5.15  C6 1.094
57 H 0.78 3.20 -7.76  C8 1.089
58 H 4.28 -2.61 1.66  C7 1.091
59 H -1.44 -1.08 4.86  C65 1.095
60 O 4.31 2.12 -7.12  C34 1.431, C103 1.354
61 H 2.74 0.78 -7.41  C34 1.088
62 H -3.67 3.75 -3.20  C94 1.094
63 H -5.11 -0.50 0.68  C83 1.091
64 H 2.50 -1.06 -1.31  C36 1.088
65 C -1.03 -1.20 5.87  O9 1.398, C41 1.517, H59 1.095, H127 1.102
66 C -3.62 -1.82 -2.27  C4 1.530, C67 1.501, H124 1.092, O161 1.427
67 C -2.54 -2.34 -3.16  H42 1.092, H49 1.087, C66 1.501, H126 1.092
68 C -0.30 -1.29 0.38  O11 1.304, O118 1.201, C152 1.554
69 C -6.34 1.18 1.09  O2 1.422, C83 1.513, H138 1.092, C145 1.547
70 H -4.42 4.03 -1.62  C94 1.093
71 H -6.64 -0.55 -0.18  C83 1.088
72 H -1.41 2.53 -6.36  C35 1.091
73 O -2.04 3.07 3.54  C123 1.434, C151 1.302
74 C 4.20 0.13 -5.99  O33 1.432, C34 1.532, C87 1.519, H140 1.092
75 H 1.85 5.05 1.65  C12 1.093
76 H 2.68 1.74 -5.89  C34 1.089
77 C -1.93 6.10 -0.33  C14 1.520, H27 1.095, H93 1.089, O114 1.413
78 H 4.42 -1.07 -4.27  C87 1.089
79 O -7.03 2.44 4.20  C29 1.188
80 C -1.95 2.65 -1.63  C5 1.495, H21 1.092, H109 1.098, O137 1.428
81 H 5.22 -4.28 -5.15  C24 1.086
82 O -1.64 -0.20 -6.63  C122 1.343, C132 1.445
83 C -6.17 -0.29 0.77  H63 1.091, C69 1.513, H71 1.088, H117 1.090
84 H -0.22 0.81 5.73  C41 1.093
85 H -0.76 3.38 -8.57  C8 1.093
86 H 6.06 -2.32 3.27  C26 1.092
87 C 3.61 -0.54 -4.75  H1 1.090, C74 1.519, H78 1.089, H134 1.091
88 F 0.20 3.21 2.35  C139 1.334
89 O 0.16 -0.92 -5.43  C122 1.193
90 H -7.97 2.37 0.13  C145 1.088
91 O 0.10 1.14 -6.28  C35 1.429, C122 1.354
92 H -3.85 0.72 3.67  C6 1.089
93 H -2.39 6.94 -0.86  C77 1.089
94 C -4.13 3.26 -2.35  H62 1.094, H70 1.093, O137 1.414, H164 1.093
95 H -3.61 3.53 4.82  C123 1.087
96 H 4.83 -6.01 -2.65  C13 1.092
97 H -4.05 2.97 3.21  C123 1.086
98 H 0.52 0.04 10.06  C129 1.095
99 H 0.93 -0.42 5.57  C41 1.095
100 O -6.83 -2.97 -1.99  C53 1.185
101 C 1.47 -5.90 -2.83  O130 1.344, O162 1.357, O166 1.182
102 O 1.30 1.88 9.51  C104 1.395, C129 1.428
103 C 5.46 1.94 -6.43  O33 1.346, O60 1.354, O158 1.185
104 C 1.78 2.31 10.75  H28 1.096, H38 1.096, O102 1.395, H116 1.094
105 F -1.05 -0.40 2.48  C152 1.325
106 O 4.55 -4.01 -2.58  C13 1.421, C163 1.359
107 H 0.10 -2.66 -2.13  C43 1.090
108 O 4.96 -2.24 -1.32  C163 1.185
109 H -1.47 2.89 -2.59  C80 1.098
110 H -1.41 0.39 8.36  C39 1.099
111 H 3.17 -4.76 -0.25  C54 1.094
112 C -1.54 -3.48 6.22  O9 1.408, H17 1.098, H50 1.097, H148 1.084
113 F 4.69 2.29 0.57  C120 1.325
114 O -1.96 4.99 -1.20  C5 1.409, C77 1.413
115 H 4.19 -5.75 -4.78  C24 1.090
116 H 2.70 2.87 10.59  C104 1.094
117 H -6.60 -0.95 1.53  C83 1.090
118 O -0.64 -2.44 0.54  C68 1.201
119 H -4.21 -0.59 -3.98  C4 1.092
120 C 3.56 1.59 0.56  C32 1.536, F113 1.325, F121 1.317, F160 1.332
121 F 2.53 2.39 0.76  C120 1.317
122 C -0.44 -0.08 -6.04  O82 1.343, O89 1.193, O91 1.354
123 C -3.36 2.81 4.04  C6 1.525, O73 1.434, H95 1.087, H97 1.086
124 H -3.26 -1.46 -1.30  C66 1.092
125 H 1.71 6.77 1.67  C12 1.092
126 H -2.18 -3.30 -2.78  C67 1.092
127 H -1.83 -0.96 6.59  C65 1.102
128 H 0.61 -4.47 -0.34  C40 1.088
129 C 0.19 0.99 9.63  C39 1.513, H47 1.094, H98 1.095, O102 1.428
130 O 2.26 -6.48 -1.92  C101 1.344, C153 1.424
131 H 6.57 -1.40 1.89  C26 1.092
132 C -1.71 0.81 -7.66  H19 1.088, C35 1.514, H48 1.089, O82 1.445
133 H 2.02 5.86 0.12  C12 1.092
134 H 3.17 0.20 -4.09  C87 1.091
135 H 7.01 -5.81 -2.07  C22 1.087
136 H 0.60 -1.17 -3.00  C43 1.088
137 O -3.30 2.25 -1.82  C80 1.428, C94 1.414
138 H -5.67 1.75 0.43  C69 1.092
139 C 0.32 3.18 3.67  F20 1.324, F23 1.327, F88 1.334, C151 1.531
140 H 4.43 -0.59 -6.78  C74 1.092
141 F -2.35 -0.14 0.78  C152 1.336
142 H 1.42 -7.29 -0.23  C153 1.090
143 H 7.35 -4.64 -3.43  C22 1.090
144 H -0.49 7.60 0.25  C14 1.100
145 C -7.78 1.72 0.98  H37 1.092, C69 1.547, H90 1.088, O165 1.426
146 H 3.77 -6.28 0.25  C54 1.095
147 H 0.29 2.00 -8.93  C8 1.088
148 H -1.13 -4.47 6.40  C112 1.084
149 H 3.69 -1.71 2.98  C7 1.093
150 H -0.38 -5.98 -0.41  C40 1.087
151 C -1.04 3.24 4.36  O10 1.201, O73 1.302, C139 1.531
152 C -1.07 -0.20 1.17  F31 1.349, C68 1.554, F105 1.325, F141 1.336
153 C 1.75 -6.32 -0.60  C40 1.535, C54 1.521, O130 1.424, H142 1.090
154 H -2.65 0.97 5.02  C6 1.088
155 H -0.70 3.57 -0.27  C5 1.100
156 O 3.41 0.78 2.80  C32 1.189
157 H 5.95 -0.58 3.28  C26 1.091
158 O 6.40 2.66 -6.53  C103 1.185
159 H -2.32 3.62 0.30  C5 1.098
160 F 3.44 1.05 -0.66  C120 1.332
161 O -4.58 -2.84 -2.01  C53 1.344, C66 1.427
162 O 0.38 -5.37 -2.21  C40 1.430, C101 1.357
163 C 5.35 -3.25 -1.80  O55 1.342, O106 1.359, O108 1.185
164 H -5.05 2.75 -2.66  C94 1.093
165 O -7.90 2.57 2.11  C29 1.347, C145 1.426
166 O 1.73 -5.80 -3.98  C101 1.182

Output
LUMO energy ... 0.085 eV
SMILES string ... CCOC(=O)C(F)(F)F.CCOC(=O)C(F)(F)F.CCOC(=O)C(F)(F)F.C[C@H]1COC(=O)O1.C[C@H]1COC(=O)O1.C[C@H]1COC(=O)O1.C[C@H]1COC(=O)O1.C[C@H]1COC(=O)O1.C[C@H]1COC(=O)O1.COCCOCCOC.COCCOCCOC
Calculated total energy ... -136938.710 eV
Gap between HOMO and LUMO ... 9.3186 eV
Total charge ... 0
HOMO ... -9.234 eV